(1)
{
  "formula": "C21H16N5SSeTa",
  "method": "wB97M-V/def2-TZVPD",
  "species": ["Ta", "N", "C", "N", "C", "N", "N", "C", "C", "C", "C", "C", "C", "N", "C", "C", "C", "C", "C", "C", "H", "H", "H", "H", "H", "H", "H", "H", "H", "H", "H", "Se", "C", "C", "C", "C", "C", "C", "H", "H", "H", "H", "H", "S", "C"],
  "coordinates": [[0.1443, 0.3419, -0.2197], [-3.4858, -1.8796, 0.6913], [-2.5087, -1.2742, 0.0804], [-1.4486, -0.7525, 0.7190], [-1.3776, -0.9091, 2.1210], [-0.3116, -0.5154, 2.7330], [0.6115, -0.0433, 1.8274], [1.7697, 0.2976, 2.2848], [2.7412, 0.7790, 1.3204], [4.0492, 1.0623, 1.6246], [4.8972, 1.4861, 0.5946], [4.3960, 1.6050, -0.6861], [3.0597, 1.3014, -0.9242], [2.2445, 0.8939, 0.0562], [-2.4801, -1.5164, 2.8306], [-2.4997, -1.6417, 4.2231], [-3.5742, -2.2560, 4.8333], [-4.6318, -2.7573, 4.0711], [-4.6281, -2.6471, 2.6917], [-3.5494, -2.0235, 2.0900], [-4.2394, -2.2650, 0.1313], [-2.5623, -1.1972, -0.9973], [1.9719, 0.2448, 3.3506], [4.4099, 0.9573, 2.6395], [5.9337, 1.7164, 0.8047], [5.0197, 1.9294, -1.5075], [2.6364, 1.3822, -1.9194], [-1.6747, -1.2570, 4.8057], [-3.5982, -2.3547, 5.9096], [-5.4660, -3.2401, 4.5621], [-5.4470, -3.0381, 2.1004], [0.3527, -1.1833, -2.0503], [0.7508, 0.1644, -3.3796], [1.8868, -0.0501, -4.1564], [2.2117, 0.8953, -5.1166], [1.4303, 2.0386, -5.2787], [0.3032, 2.2354, -4.4974], [-0.0555, 1.2885, -3.5421], [2.4952, -0.9366, -4.0331], [3.0743, 0.7335, -5.7493], [1.6915, 2.7633, -6.0381], [-0.3198, 3.1065, -4.6523], [-0.9859, 1.3861, -3.0047], [-2.0497, 3.1742, -0.7568], [-1.1874, 1.9553, -0.5868]],
  "forces_ev_per_angstrom": [[-0.080, 0.091, -0.549], [-0.026, -0.028, 0.022], [-0.013, 0.076, 0.061], [-0.393, -0.176, 0.265], [-0.089, -0.078, -0.093], [0.108, -0.033, -0.014], [0.068, 0.035, 0.343], [0.001, 0.180, 0.068], [0.024, -0.031, -0.082], [0.048, 0.051, 0.028], [0.024, 0.003, 0.028], [-0.028, -0.014, -0.016], [0.017, 0.039, 0.057], [0.103, 0.325, 0.002], [0.060, 0.021, -0.002], [0.005, 0.002, 0.009], [0.008, 0.003, -0.007], [-0.013, -0.008, 0.003], [-0.032, -0.015, -0.010], [-0.007, 0.005, -0.046], [-0.005, 0.002, 0.003], [0.001, 0.013, 0.000], [0.031, -0.136, -0.013], [0.000, -0.004, -0.004], [-0.003, -0.001, 0.003], [0.003, 0.001, 0.003], [0.002, 0.022, 0.017], [0.000, 0.000, -0.002], [0.006, 0.003, 0.000], [0.002, 0.001, 0.001], [0.000, 0.000, 0.007], [-0.225, -0.458, -0.380], [0.068, -0.065, 0.375], [0.133, 0.171, -0.022], [0.026, -0.078, 0.038], [-0.025, 0.024, 0.008], [-0.009, 0.029, 0.018], [0.020, 0.017, -0.094], [-0.017, -0.018, 0.002], [-0.013, 0.000, -0.020], [0.003, 0.000, 0.000], [0.003, -0.005, -0.006], [-0.084, -0.066, -0.055], [-0.154, 0.103, 0.092], [0.448, 0.000, -0.034]],
  "multiplicity": 2,
  "homo_lumo_gap_ha": [0.2082, 0.2246],
  "homo_ev": [-17.189, -17.459],
  "e_tot_ha": -3939.28655,
  "de_lowest_ev": 0.000,
  "lumo_energy_ha": [-0.424, -0.417],
  "charge": 3,
  "s2": 0.765
}

=====

(2)
{
  "formula": "C21H17AsClF12N3O4PtS2",
  "method": "wB97M-V/def2-TZVPD",
  "species": ["Pt", "C", "N", "C", "C", "C", "C", "C", "N", "C", "C", "C", "C", "C", "C", "H", "H", "H", "H", "H", "H", "H", "H", "H", "H", "H", "F", "C", "F", "F", "S", "O", "O", "N", "S", "O", "O", "C", "F", "F", "F", "F", "As", "F", "F", "F", "F", "F", "Cl", "C", "C", "C", "C", "C", "C", "C", "H", "H", "H", "H", "H", "H"],
  "coordinates": [[-0.3814, 0.1867, -0.0117], [-3.0951, 1.1832, 1.4095], [-1.7819, 0.6175, 1.5860], [-1.2252, 0.5550, 2.7751], [-0.0171, -0.1501, 2.8498], [0.8321, -0.5760, 3.8736], [1.6978, -1.5088, 3.3529], [1.4417, -1.7262, 1.8789], [0.4110, -0.7303, 1.6228], [-3.8942, 0.5220, 0.3408], [-3.5382, -0.7171, -0.2507], [-4.2822, -1.2071, -1.2765], [-5.4260, -0.4847, -1.7341], [-5.8252, 0.7178, -1.1275], [-5.0777, 1.2172, -0.1060], [-3.0035, 2.2345, 1.1165], [-3.6827, 1.1740, 2.3392], [-1.6770, 1.0077, 3.6523], [0.7978, -0.2416, 4.9005], [2.4826, -2.0186, 3.8941], [1.0267, -2.7219, 1.6787], [-2.6707, -1.2533, 0.1013], [-4.0116, -2.1360, -1.7620], [-5.9962, -0.8805, -2.5656], [-6.6952, 1.2461, -1.4903], [-5.3227, 2.1646, 0.3568], [2.1999, -3.5775, -1.3463], [1.0090, -3.9762, -1.7718], [0.4275, -4.6946, -0.8150], [1.1439, -4.6999, -2.8636], [-0.0915, -2.5400, -2.1399], [-0.3422, -1.9316, -0.8146], [-1.2379, -3.0977, -2.7735], [0.8640, -1.6623, -3.0102], [0.6739, -0.1017, -3.0181], [0.9482, 0.4702, -1.6661], [-0.5056, 0.3378, -3.6751], [2.1736, 0.4713, -3.9893], [1.7358, 1.2524, -4.9533], [2.8110, -0.5675, -4.4967], [2.9840, 1.1453, -3.1932], [-1.9910, 1.3063, -1.4777], [-1.6788, 3.0974, -1.5524], [-2.5516, 3.1549, -3.0142], [-3.1718, 3.2803, -0.6584], [-1.4012, 4.7681, -1.4597], [-0.8678, 2.7932, -0.0075], [-0.1985, 2.7899, -2.3476], [5.0518, -1.9520, 2.9501], [4.5463, -0.3929, 2.3467], [5.2456, 0.7237, 2.7798], [4.8815, 1.9770, 2.3174], [3.8341, 2.1064, 1.4167], [3.1529, 0.9798, 0.9893], [3.4851, -0.2958, 1.4512], [2.6921, -1.4949, 0.9959], [6.0710, 0.6016, 3.4673], [5.4298, 2.8487, 2.6496], [3.5599, 3.0800, 1.0321], [2.3707, 1.0823, 0.2488], [3.2945, -2.4002, 1.0298], [2.3659, -1.3563, -0.0348]],
  "forces_ev_per_angstrom": [[-0.205, 0.370, -0.370], [0.087, 0.060, -0.096], [-0.194, -0.358, 0.287], [0.095, 0.046, -0.018], [-0.371, -0.172, -0.075], [0.092, -0.084, 0.019], [-0.081, 0.034, 0.030], [0.234, 0.177, 0.043], [0.521, 0.206, 0.223], [-0.139, 0.127, -0.020], [-0.107, 0.004, 0.088], [-0.124, 0.025, -0.110], [0.106, -0.139, -0.022], [0.036, 0.055, 0.016], [0.155, -0.006, 0.031], [-0.010, 0.083, -0.005], [0.015, -0.062, 0.005], [-0.050, -0.059, 0.003], [0.005, -0.026, -0.035], [-0.018, 0.036, -0.012], [0.012, 0.000, -0.050], [0.008, -0.072, 0.025], [0.019, 0.020, 0.000], [0.014, 0.007, 0.015], [0.006, -0.003, 0.001], [-0.006, -0.026, -0.001], [0.062, 0.065, 0.067], [-0.092, 0.067, -0.041], [-0.018, -0.065, 0.026], [0.045, -0.067, -0.011], [0.197, 0.077, -0.195], [-0.217, -0.270, 0.236], [-0.113, 0.103, 0.004], [-0.084, -0.201, 0.172], [0.044, 0.162, 0.224], [0.101, -0.288, -0.408], [-0.025, 0.028, -0.066], [-0.008, -0.074, -0.019], [0.007, 0.049, -0.055], [0.013, -0.018, -0.035], [0.037, 0.013, 0.045], [-0.026, -0.033, -0.029], [-0.222, 0.012, -0.335], [0.012, -0.008, -0.005], [-0.043, -0.021, 0.061], [0.087, 0.046, 0.062], [0.230, 0.007, 0.284], [-0.008, 0.198, 0.001], [0.012, 0.017, -0.002], [0.019, -0.064, 0.079], [-0.003, 0.027, 0.003], [0.053, 0.003, 0.039], [-0.015, 0.016, -0.022], [0.038, -0.063, 0.011], [-0.080, 0.046, -0.104], [-0.032, 0.026, 0.107], [-0.005, -0.002, -0.003], [-0.013, -0.013, -0.003], [0.002, -0.017, 0.005], [-0.024, 0.008, -0.042], [0.024, -0.005, -0.015], [-0.057, -0.005, -0.006]],
  "multiplicity": 6,
  "homo_lumo_gap_ha": [0.2818, 0.1586],
  "homo_ev": [-11.409, -11.804],
  "e_tot_ha": -6085.34673,
  "de_lowest_ev": 1.267,
  "lumo_energy_ha": [-0.137, -0.275],
  "charge": 1,
  "s2": 8.815
}

=====

(3)
{
  "formula": "C21H17Br2FN2OS",
  "method": "wB97M-V/def2-TZVPD",
  "species": ["O", "C", "C", "Br", "C", "C", "Br", "C", "C", "C", "N", "C", "C", "C", "C", "C", "F", "C", "C", "C", "S", "N", "C", "C", "C", "C", "C", "C", "H", "H", "H", "H", "H", "H", "H", "H", "H", "H", "H", "H", "H", "H", "H", "H", "H"],
  "coordinates": [[-1.8771, 0.6646, 2.9171], [-0.8592, -0.2972, 3.0225], [-1.0619, -1.4701, 3.8659], [-2.5768, -1.5375, 5.0148], [-0.0433, -2.3396, 4.0110], [1.1108, -2.1191, 3.2678], [2.5525, -3.3210, 3.4045], [1.3986, -1.0751, 2.4367], [0.4387, -0.0549, 2.3674], [0.6271, 1.1307, 1.4133], [-0.0259, 0.8965, 0.1072], [0.8270, 0.6158, -1.0634], [1.4715, 1.7587, -1.7393], [2.3321, 1.4376, -2.7586], [3.1488, 2.4536, -3.2661], [3.0048, 3.8208, -2.9170], [3.5430, 4.8869, -3.4683], [2.0359, 4.1067, -2.0117], [1.4007, 3.0610, -1.3702], [-1.3698, 1.1268, -0.1254], [-2.0916, 2.4923, 0.4708], [-2.3325, 0.1861, -0.5044], [-2.1667, -1.0901, -0.7783], [-2.2144, -2.0620, 0.2063], [-2.0552, -3.3708, -0.1355], [-1.8204, -3.7717, -1.4544], [-1.7465, -2.7268, -2.4017], [-1.9544, -1.4181, -2.1263], [-1.6940, 1.4819, 2.3241], [-0.0410, -3.1493, 4.6760], [2.3293, -0.9239, 1.8513], [1.6780, 1.2328, 1.3633], [0.3432, 2.0902, 1.8918], [0.2198, 0.1610, -1.7921], [1.5254, -0.1965, -0.8404], [2.3824, 0.4884, -3.1952], [3.8498, 2.1223, -4.0534], [1.8398, 5.0886, -1.6286], [0.8392, 3.2864, -0.4949], [-3.2864, 0.5837, -0.3136], [-2.3525, -1.7194, 1.2473], [-2.1072, -4.0066, 0.7197], [-1.6006, -4.7848, -1.7923], [-1.5304, -3.0612, -3.4445], [-2.0905, -0.6781, -2.9031]],
  "forces_ev_per_angstrom": [[1.224, -0.760, -0.016], [0.703, 1.442, -0.360], [-0.827, 3.432, -0.916], [0.198, -0.090, -0.476], [1.536, 0.244, -1.119], [1.152, -0.975, -0.038], [0.349, -0.836, 0.331], [-0.923, 2.041, -0.388], [-2.795, -0.995, 0.210], [-1.475, 0.045, 1.118], [0.741, -0.679, -1.338], [-0.666, -0.802, 1.403], [0.816, -0.523, 0.204], [1.014, 2.672, -0.339], [0.896, 0.048, -1.730], [-1.675, -1.777, 0.183], [1.579, 0.175, -1.124], [-0.230, -0.470, 1.434], [-0.697, 0.566, 0.910], [-1.879, -0.423, 2.043], [0.025, 1.594, 0.119], [0.066, 6.027, 1.452], [0.805, -3.779, -1.989], [-0.004, 1.635, 0.251], [0.126, -1.231, -0.143], [0.399, 1.500, 0.162], [0.405, -2.880, -1.844], [-0.579, 0.038, 1.149], [0.013, -1.765, 0.859], [-0.312, -0.974, 0.795], [-0.602, -0.542, 0.736], [1.218, 0.066, -1.051], [-0.389, -0.511, -0.408], [-1.163, -0.701, -0.952], [0.266, 0.316, 0.315], [0.277, -1.398, -0.339], [-0.289, 0.626, 0.418], [0.132, 0.492, -0.244], [-0.750, 0.301, 0.440], [1.400, -0.535, -0.433], [0.017, -0.426, -0.628], [0.062, -1.055, 0.054], [-0.270, 0.230, 0.430], [-0.281, 0.500, 0.797], [0.384, 0.137, 0.061]],
  "multiplicity": 1,
  "homo_lumo_gap_ha": 0.3084,
  "smiles": "Oc1c(Br)cc(Br)cc1CN(Cc1ccc(F)cc1)C(=S)Nc1ccccc1",
  "homo_ev": -8.356,
  "e_tot_ha": -6641.18708,
  "lumo_energy_ha": 0.001
}

=====

(4)
{
  "formula": "C21H17Cl40F7P",
  "method": "wB97M-V/def2-TZVPD",
  "species": ["C", "C", "C", "C", "C", "P", "C", "C", "C", "C", "F", "F", "C", "F", "F", "C", "F", "F", "F", "H", "H", "H", "H", "H", "H", "H", "H", "H", "H", "H", "H", "H", "H", "H", "H", "H", "C", "Cl", "Cl", "Cl", "Cl", "C", "Cl", "Cl", "Cl", "Cl", "C", "Cl", "Cl", "Cl", "Cl", "C", "Cl", "Cl", "Cl", "Cl", "C", "Cl", "Cl", "Cl", "Cl", "C", "Cl", "Cl", "Cl", "Cl", "C", "Cl", "Cl", "Cl", "Cl", "C", "Cl", "Cl", "Cl", "Cl", "C", "Cl", "Cl", "Cl", "Cl", "C", "Cl", "Cl", "Cl", "Cl"],
  "coordinates": [[4.2887, -1.0181, 2.0627], [5.3598, -1.5211, 1.7444], [6.6019, -2.4488, 1.4525], [6.3005, -3.9334, 2.0203], [6.7467, -3.8938, 3.5726], [6.4833, -5.5920, 4.4582], [4.5743, -5.4706, 4.3405], [3.9626, -6.2824, 3.0830], [2.6411, -5.4891, 2.5991], [6.5229, -4.7460, 6.2392], [5.3096, -4.0917, 6.5482], [7.5049, -3.7032, 6.1217], [7.0580, -5.6963, 7.3932], [7.5503, -4.8658, 8.4456], [8.1716, -6.4419, 6.9829], [5.9749, -6.6394, 8.0651], [6.6168, -7.2600, 9.1637], [5.5337, -7.6773, 7.2656], [4.8827, -5.9831, 8.5918], [3.3350, -0.7426, 2.5782], [6.8012, -2.5263, 0.3399], [7.5094, -2.0122, 1.9747], [5.1789, -4.0643, 1.9163], [6.9050, -4.7241, 1.4935], [7.8670, -3.6743, 3.5375], [6.1547, -3.0426, 4.0297], [7.9453, -5.6958, 4.5371], [6.4264, -6.9250, 5.0229], [6.5804, -6.2271, 3.1390], [4.1632, -6.0107, 5.2589], [4.1741, -4.4175, 4.2342], [3.6320, -7.3268, 3.3648], [4.6599, -6.2578, 2.1922], [2.8770, -4.6891, 1.8340], [1.9053, -6.1959, 2.0839], [2.0719, -5.0316, 3.4638], [1.0513, -7.0908, -1.1920], [-0.1900, -8.3291, -0.9155], [2.5563, -7.5729, -0.3897], [1.3431, -6.9255, -2.9378], [0.4938, -5.5387, -0.5333], [-2.1152, -3.4208, -2.9953], [-2.7425, -3.3273, -1.3380], [-1.2691, -1.9140, -3.3938], [-0.9827, -4.7855, -3.1197], [-3.4684, -3.6532, -4.1209], [-3.4725, 1.9433, -3.5963], [-4.0378, 3.0711, -2.3507], [-1.8821, 2.4617, -4.2045], [-3.3312, 0.3193, -2.9012], [-4.6350, 1.9153, -4.9371], [-1.5232, 6.1092, -1.3269], [-1.3758, 4.9813, -2.6875], [-1.8420, 7.7465, -1.9523], [-2.8575, 5.5965, -0.2767], [-0.0145, 6.1180, -0.3957], [-6.4768, 7.6755, -1.2147], [-4.7472, 7.8837, -1.5763], [-7.3375, 7.1515, -2.6761], [-6.6657, 6.4464, 0.0520], [-7.1521, 9.2163, -0.6486], [-1.6514, -3.8369, -7.7328], [-2.4871, -2.2993, -7.4386], [-1.1573, -4.5463, -6.1849], [-2.7459, -4.9533, -8.5734], [-0.2172, -3.5469, -8.7371], [-6.6022, 10.4678, 3.5608], [-6.4699, 9.3348, 2.2026], [-6.9327, 12.0972, 2.9397], [-7.9272, 9.9618, 4.6272], [-5.0806, 10.4808, 4.4736], [-10.1839, 4.7770, -0.8225], [-10.1055, 4.3854, 0.9061], [-11.6811, 4.1188, -1.5108], [-10.1638, 6.5398, -1.0300], [-8.7895, 4.0622, -1.6536], [-5.9899, 10.2136, -5.4349], [-6.7740, 11.7781, -5.1370], [-5.4863, 9.4995, -3.8921], [-7.1337, 9.1237, -6.2451], [-4.5678, 10.4506, -6.4687], [-3.0904, 7.6262, -9.4742], [-3.5262, 5.9740, -9.9534], [-4.4275, 8.3521, -8.5622], [-1.6378, 7.5828, -8.4569], [-2.7680, 8.5968, -10.9245]],
  "forces_ev_per_angstrom": [[0.571, -0.703, 0.524], [0.002, -0.952, 0.075], [-0.923, 0.211, -0.081], [0.161, 1.441, 1.335], [-0.359, 0.693, -1.425], [0.667, -0.240, -1.876], [-1.228, -1.243, -0.624], [-1.055, 1.538, 0.068], [-0.410, -0.815, -0.244], [0.849, 0.926, -0.709], [1.692, -0.829, 0.602], [-1.302, -1.310, 0.918], [0.755, 1.553, 0.550], [-0.904, -1.451, -1.164], [-2.301, 1.065, 0.713], [0.052, -1.757, 1.432], [-1.094, 0.979, -1.746], [0.638, 2.079, 1.253], [1.856, -0.893, -1.188], [1.566, -0.190, -1.080], [-0.315, 0.474, 1.175], [-1.090, -0.506, -0.719], [1.409, -0.274, 0.035], [-0.791, 0.901, 0.290], [-1.422, -0.066, 0.339], [0.872, -0.731, -0.307], [-0.015, 0.027, 0.418], [-0.359, -0.096, 0.483], [-0.088, -0.087, -0.065], [0.274, 1.073, -0.941], [0.522, -1.093, 0.507], [0.753, 1.058, -0.387], [-0.577, -0.480, 1.174], [-0.129, -0.704, 0.992], [0.930, 0.839, 0.609], [0.765, -0.428, -0.892], [0.146, 0.076, 0.322], [0.106, 0.149, -0.075], [-0.267, 0.084, -0.200], [0.028, -0.089, 0.102], [0.377, -0.456, 0.298], [0.083, -0.117, -0.105], [0.101, 0.002, -0.178], [0.168, -0.550, -0.002], [-0.557, 0.444, -0.180], [-0.076, 0.120, 0.359], [-0.137, -0.082, 0.140], [-0.061, -0.220, -0.192], [-0.285, -0.442, -0.171], [-0.220, 0.590, -0.123], [0.160, 0.019, 0.126], [0.139, -0.101, -0.055], [0.103, 0.604, 0.475], [0.449, -0.167, 0.042], [0.317, -0.031, -0.017], [-0.223, 0.040, -0.135], [-0.072, 0.019, -0.198], [-0.764, -0.137, 0.411], [0.221, -0.058, 0.213], [0.108, 0.165, -0.090], [-0.057, -0.314, -0.706], [0.079, -0.063, 0.071], [0.103, -0.172, -0.036], [0.105, 0.108, -0.644], [0.107, 0.131, 0.083], [-0.177, -0.022, 0.095], [0.103, -0.157, 0.069], [0.036, 0.351, 0.816], [0.033, -0.189, 0.059], [0.149, 0.075, -0.126], [-0.189, 0.024, -0.097], [0.030, 0.027, -0.008], [0.008, 0.058, -0.211], [0.174, 0.082, 0.086], [-0.198, -0.282, 0.121], [-0.227, 0.025, 0.099], [0.079, 0.123, 0.151], [0.055, -0.179, -0.051], [0.054, 0.494, -0.741], [0.120, 0.100, 0.072], [-0.304, 0.371, 0.562], [-0.109, -0.081, -0.024], [0.077, 0.186, 0.047], [0.355, -0.473, -0.549], [-0.191, 0.014, -0.118], [-0.032, -0.110, 0.168]],
  "multiplicity": 1,
  "homo_lumo_gap_ha": 0.1766,
  "homo_ev": -4.022,
  "e_tot_ha": -20258.13478,
  "lumo_energy_ha": 0.029,
  "charge": -1
}